--- a ---
C38H41BInN9O7S | wB97M-V/def2-TZVPD

```
98
Properties=species:S:1:pos:R:3
In 0.12 0.84 -1.02
O -2.02 2.80 3.43
C -3.29 2.59 3.04
C -4.28 2.50 4.02
C -5.60 2.29 3.66
C -5.95 2.17 2.32
C -4.97 2.26 1.35
C -3.63 2.47 1.68
C -2.55 2.48 0.64
O -1.36 2.74 1.01
N -2.95 2.17 -0.57
N -1.91 2.05 -1.49
C -2.32 2.20 -2.69
C -1.48 2.27 -3.87
C -2.08 2.27 -5.13
C -1.34 2.44 -6.28
C 0.05 2.64 -6.16
C 0.66 2.67 -4.93
C -0.08 2.48 -3.73
O 0.50 2.48 -2.58
H -1.50 2.82 2.53
H -3.98 2.58 5.06
H -6.36 2.21 4.43
H -6.99 2.01 2.04
H -5.21 2.16 0.30
H -3.39 2.38 -2.82
H -3.15 2.12 -5.19
H -1.81 2.42 -7.26
H 0.65 2.76 -7.05
H 1.73 2.78 -4.83
C 2.21 3.74 -0.68
C 1.85 3.05 0.58
C 2.01 3.51 1.89
C 1.54 2.49 2.70
C 1.48 2.45 4.19
N 1.11 1.50 1.91
N 1.32 1.83 0.61
B 0.68 0.08 2.36
N 1.70 -0.94 1.82
N 1.99 -0.93 0.50
C 3.11 -1.62 0.35
C 3.77 -1.82 -0.97
C 3.55 -2.11 1.61
C 2.62 -1.64 2.52
C 2.58 -1.82 4.00
N -0.76 -0.22 1.91
N -1.18 -0.14 0.62
C -2.45 -0.52 0.59
C -3.29 -0.63 -0.64
C -2.88 -0.81 1.89
C -1.78 -0.61 2.70
C -1.68 -0.76 4.18
H 3.03 4.44 -0.49
H 2.50 3.03 -1.45
H 1.35 4.29 -1.07
H 2.42 4.45 2.21
H 1.88 3.38 4.59
H 0.45 2.34 4.53
H 2.07 1.62 4.60
H 0.72 0.04 3.56
H 3.81 -0.89 -1.53
H 4.78 -2.21 -0.82
H 3.22 -2.53 -1.60
H 4.42 -2.71 1.81
H 3.38 -2.50 4.30
H 2.73 -0.87 4.53
H 1.63 -2.23 4.34
H -2.71 -0.49 -1.54
H -3.72 -1.63 -0.67
H -4.08 0.12 -0.61
H -3.86 -1.13 2.19
H -2.63 -1.13 4.56
H -0.89 -1.46 4.47
H -1.47 0.19 4.65
C 3.94 -6.02 -0.58
C 2.82 -5.08 -0.97
C 1.98 -4.54 0.00
C 0.93 -3.71 -0.35
C 0.70 -3.41 -1.68
C 1.52 -3.95 -2.66
C 2.58 -4.77 -2.30
S -0.77 -2.47 -2.12
O -1.20 -3.08 -3.37
O -1.62 -2.62 -0.97
N -0.40 -0.94 -2.35
C 0.47 -0.76 -3.54
C 1.89 -0.29 -3.17
O 2.81 -0.54 -3.94
O 1.99 0.36 -2.08
H 4.38 -5.73 0.37
H 4.72 -6.03 -1.33
H 3.57 -7.04 -0.47
H 2.16 -4.76 1.05
H 0.28 -3.29 0.41
H 1.34 -3.71 -3.70
H 3.24 -5.17 -3.07
H 0.04 0.00 -4.18
H 0.56 -1.66 -4.14
```

- charge = -2
- Kohn-Sham gap (Ha) = 0.2368
- 2S+1 = 1
- E_LUMO (eV) = 4.186

***

--- b ---
C38H41BInN9O7S | wB97M-V/def2-TZVPD

```
98
Properties=species:S:1:pos:R:3
In 1.28 -0.44 1.19
O -3.10 -2.95 0.36
C -3.94 -2.34 1.20
C -5.30 -2.32 0.86
C -6.22 -1.69 1.69
C -5.81 -1.07 2.86
C -4.46 -1.09 3.19
C -3.51 -1.71 2.38
C -2.07 -1.66 2.82
O -1.76 -1.09 3.88
N -1.26 -2.28 1.96
N 0.10 -2.13 2.26
C 0.65 -3.17 2.76
C 2.03 -3.33 3.17
C 2.39 -4.57 3.71
C 3.66 -4.82 4.21
C 4.59 -3.78 4.19
C 4.27 -2.55 3.66
C 2.99 -2.28 3.11
O 2.75 -1.12 2.61
H -2.18 -2.81 0.75
H -5.60 -2.80 -0.06
H -7.27 -1.68 1.40
H -6.52 -0.57 3.50
H -4.09 -0.61 4.08
H 0.00 -4.03 2.94
H 1.64 -5.35 3.73
H 3.91 -5.79 4.62
H 5.58 -3.94 4.59
H 4.98 -1.74 3.65
C 4.78 -1.43 0.24
C 4.41 -0.01 -0.05
C 5.19 0.99 -0.65
C 4.38 2.10 -0.71
C 4.68 3.46 -1.25
N 3.19 1.77 -0.17
N 3.21 0.48 0.23
B 1.84 2.56 -0.22
N 1.26 2.58 1.23
N 1.53 1.62 2.17
C 0.83 1.94 3.26
C 0.81 1.02 4.43
C 0.14 3.13 3.04
C 0.41 3.48 1.73
C -0.12 4.62 0.92
N 0.90 1.93 -1.24
N -0.77 0.21 -1.24
C -1.38 0.64 -2.53
C -3.63 -0.46 -1.91
C -0.68 1.88 -3.02
C 0.31 2.49 -2.34
C 0.82 3.83 -2.80
H 5.63 -1.73 -0.37
H 5.04 -1.56 1.29
H 3.94 -2.10 0.03
H 6.22 0.91 -0.99
H 5.73 3.51 -1.54
H 4.06 3.69 -2.12
H 4.49 4.24 -0.51
H 2.10 3.69 -0.55
H 1.73 0.45 4.48
H 0.67 1.58 5.36
H -0.03 0.32 4.33
H -0.52 3.63 3.73
H -0.74 5.25 1.55
H 0.68 5.22 0.49
H -0.74 4.21 0.12
H -4.05 -0.14 -0.96
H -4.47 -0.79 -2.54
H -2.99 -1.31 -1.69
H -1.01 2.33 -3.94
H 0.32 4.10 -3.73
H 0.62 4.59 -2.05
H 1.90 3.80 -2.97
C -4.07 -1.29 -6.13
C -3.50 -0.42 -5.04
C -4.19 0.63 -4.56
C -3.45 1.40 -3.54
C -2.90 0.69 -2.54
C -1.27 -0.48 -3.62
C -2.14 -0.83 -4.59
S -1.74 0.72 0.19
O -0.69 0.46 1.24
O -1.96 2.17 0.03
N 0.60 0.54 -1.08
C 1.45 -0.26 -1.98
C 1.52 -1.73 -1.56
O 1.70 -2.57 -2.44
O 1.48 -1.97 -0.30
H -5.06 -0.94 -6.44
H -4.17 -2.32 -5.78
H -3.42 -1.31 -7.00
H -5.15 0.91 -4.99
H -2.93 2.27 -3.91
H -0.36 -1.06 -3.61
H -1.76 -1.64 -5.21
H 2.46 0.14 -1.90
H 1.16 -0.17 -3.02
```

- charge = -2
- Kohn-Sham gap (Ha) = 0.2527
- 2S+1 = 1
- E_LUMO (eV) = 4.161

***

According to the calculations, the structures order from most to least stable as a, b.

***

--- a ---
C23H23N3O5 | wB97M-V/def2-TZVPD

```
54
Properties=species:S:1:pos:R:3
C -3.62 -3.67 0.51
C -2.55 -2.58 0.41
O -3.23 -1.34 0.26
C -2.49 -0.19 0.16
C -1.11 -0.16 0.16
C -0.39 1.03 0.00
C -1.11 2.22 -0.16
C -2.49 2.20 -0.15
C -3.20 1.02 0.03
O -4.56 1.12 -0.03
C -5.34 0.47 0.96
C -6.80 0.41 0.52
O -7.68 0.84 1.24
N -7.06 -0.18 -0.67
C -6.07 -0.73 -1.56
H -5.19 -1.07 -1.02
H -5.75 0.00 -2.30
H -6.51 -1.59 -2.08
C -8.41 -0.17 -1.18
H -8.46 0.37 -2.13
H -9.05 0.32 -0.45
H -8.76 -1.19 -1.34
H -4.98 -0.54 1.16
H -5.31 1.05 1.89
H -3.05 3.11 -0.27
H -0.59 3.16 -0.30
C 1.05 0.96 0.01
C 1.92 1.98 -0.07
C 3.34 1.74 -0.05
N 3.75 0.48 -0.06
C 5.05 0.20 -0.03
C 5.47 -1.16 -0.04
C 6.81 -1.48 -0.05
C 7.78 -0.48 -0.04
C 7.41 0.85 -0.01
C 6.06 1.21 -0.01
C 5.61 2.55 0.00
C 4.27 2.82 -0.01
H 3.90 3.83 0.00
H 6.34 3.35 0.01
H 8.16 1.63 0.02
H 8.83 -0.75 -0.04
H 7.10 -2.52 -0.07
N 4.52 -2.23 -0.04
O 3.42 -2.04 0.43
O 4.89 -3.29 -0.51
H 1.61 3.01 -0.13
H 1.48 -0.03 0.09
H -0.55 -1.07 0.27
H -1.90 -2.76 -0.45
H -1.94 -2.57 1.32
H -4.22 -3.68 -0.40
H -3.14 -4.63 0.63
H -4.27 -3.48 1.35
```

- charge = 0
- SMILES = CCOc1cc(/C=C/c2ccc3cccc([N+](=O)[O-])c3n2)ccc1OCC(=O)N(C)C
- Kohn-Sham gap (Ha) = 0.2569
- 2S+1 = 1
- E_LUMO (eV) = -0.936

***

--- b ---
C23H23N3O5 | wB97M-V/def2-TZVPD

```
54
Properties=species:S:1:pos:R:3
C -3.71 -6.98 -0.56
H -4.31 -7.85 -0.78
O -4.12 -5.99 -1.47
C -3.53 -4.77 -1.42
C -2.53 -4.40 -0.53
C -1.98 -3.13 -0.57
C -2.43 -2.20 -1.49
C -3.46 -2.55 -2.37
C -4.01 -3.82 -2.35
O -5.00 -4.25 -3.17
C -5.54 -3.34 -4.09
H -5.98 -2.47 -3.59
H -6.33 -3.88 -4.62
H -4.79 -3.00 -4.81
H -3.80 -1.80 -3.05
C -1.92 -0.80 -1.59
O -2.61 0.11 -2.00
N -0.62 -0.67 -1.20
C 0.16 0.49 -1.11
C -0.37 1.77 -1.27
C 0.46 2.87 -1.15
C 1.80 2.72 -0.86
C 2.34 1.45 -0.70
C 1.52 0.34 -0.84
H 1.92 -0.65 -0.70
C 3.78 1.30 -0.42
N 4.45 1.91 0.48
N 3.83 2.69 1.43
C 2.72 2.36 2.16
O 2.05 1.37 1.94
C 2.41 3.32 3.23
C 3.23 4.07 4.04
O 2.48 4.79 4.90
C 1.19 4.52 4.65
C 1.08 3.62 3.65
H 0.19 3.20 3.22
H 0.46 5.02 5.25
C 4.71 4.19 4.16
H 5.11 4.94 3.47
H 5.19 3.23 3.96
H 4.95 4.50 5.17
H 4.46 3.39 1.81
C 4.56 0.41 -1.33
H 5.62 0.52 -1.13
H 4.27 -0.63 -1.16
H 4.35 0.66 -2.37
H 2.44 3.59 -0.76
H 0.04 3.86 -1.27
H -1.42 1.89 -1.49
H -0.12 -1.51 -0.95
H -1.22 -2.87 0.16
H -2.17 -5.10 0.20
H -2.65 -7.22 -0.69
H -3.88 -6.67 0.48
```

- charge = 0
- SMILES = COc1ccc(C(=O)Nc2cccc(/C(C)=N\NC(=O)c3ccoc3C)c2)cc1OC
- Kohn-Sham gap (Ha) = 0.3258
- 2S+1 = 1
- E_LUMO (eV) = 0.713

***

According to the calculations, the structures order from most to least stable as b, a.

***

--- a ---
C2H4INS | wB97M-V/def2-TZVPD

```
9
Properties=species:S:1:pos:R:3
C -2.80 -0.61 -0.26
C 0.20 -0.06 0.40
N -0.84 0.82 0.18
S -2.22 -2.06 -0.09
I -4.50 0.35 0.25
H 1.17 -0.13 -0.14
H 0.37 -0.02 1.40
H -0.21 -1.20 0.29
H -0.96 1.22 -0.80
```

- charge = 0
- Kohn-Sham gap (spin up / spin down) (Ha) = 0.2456 / 0.2457
- 2S+1 = 1
- E_LUMO (spin up / spin down) (eV) = -1.363 / -1.363

***

--- b ---
C2H4INS | wB97M-V/def2-TZVPD

```
9
Properties=species:S:1:pos:R:3
C 2.12 0.70 0.05
C -0.14 0.16 -0.12
N 1.23 -0.30 0.01
S 2.14 2.34 0.09
I 4.16 -0.46 -0.10
H -0.07 1.17 -0.53
H -0.82 -0.53 -0.60
H -0.56 0.14 0.86
H 1.45 -1.12 -0.56
```

- charge = 0
- SMILES = CNC(=S)I
- Kohn-Sham gap (Ha) = 0.3127
- 2S+1 = 1
- E_LUMO (eV) = -0.302

***

According to the calculations, the structures order from most to least stable as b, a.

***

--- a ---
C5H7Cl | wB97M-V/def2-TZVPD

```
13
Properties=species:S:1:pos:R:3
C -1.66 -0.45 0.11
C 0.84 0.82 -1.87
C -0.36 0.00 0.31
C 0.35 0.42 -0.78
C 0.33 0.15 1.67
Cl 1.70 -2.17 -0.65
H -2.27 -1.10 0.66
H -2.27 -0.14 -0.73
H 1.66 0.35 -2.23
H 0.34 1.72 -2.44
H 0.31 -0.89 2.05
H -0.27 0.79 2.33
H 1.30 0.49 1.58
```

- charge = 0
- Kohn-Sham gap (spin up / spin down) (Ha) = 0.2663 / 0.2137
- 2S+1 = 1
- E_LUMO (spin up / spin down) (eV) = -1.876 / -2.529

***

--- b ---
C5H7Cl | wB97M-V/def2-TZVPD

```
13
Properties=species:S:1:pos:R:3
C 0.61 1.31 -0.41
C 0.96 -0.03 0.39
C -0.27 -0.83 0.92
C -1.22 -0.84 -0.09
C -1.97 -0.77 -1.00
H 1.54 1.73 -0.79
H 0.22 2.05 0.27
H -0.08 1.03 -1.20
H 1.60 0.26 1.23
H -0.01 -1.85 1.21
H -0.66 -0.32 1.78
H -2.79 -0.68 -1.69
Cl 2.07 -1.04 -0.59
```

- charge = 0
- SMILES = C#CC[C@H](C)Cl
- Kohn-Sham gap (Ha) = 0.4061
- 2S+1 = 1
- E_LUMO (eV) = 0.937

***

--- c ---
C5H7Cl | wB97M-V/def2-TZVPD

```
13
Properties=species:S:1:pos:R:3
C -0.74 1.23 0.70
C -0.12 1.38 1.84
C -1.86 0.69 -0.11
C -0.62 1.40 -0.69
C 1.67 -1.78 -1.28
Cl 1.16 -0.17 -0.74
H 0.83 1.71 2.09
H -0.70 0.94 2.68
H -1.98 -0.32 -0.16
H -2.74 1.24 -0.01
H 0.89 -2.18 -2.15
H 1.59 -2.44 -0.45
H 2.62 -1.70 -1.72
```

- charge = 0
- Kohn-Sham gap (Ha) = 0.2766
- 2S+1 = 1
- E_LUMO (eV) = -0.669

***

--- d ---
C5H7Cl | wB97M-V/def2-TZVPD

```
13
Properties=species:S:1:pos:R:3
C -1.63 -0.01 0.43
C -0.95 0.86 -0.32
C 0.61 1.10 -0.02
C 1.09 -0.30 0.35
C 1.09 -1.39 -0.36
H -1.25 -0.54 1.25
H -1.38 1.35 -1.19
H 0.70 1.79 0.87
H 1.06 1.73 -0.90
H 1.92 -0.33 1.11
H 1.67 -2.29 -0.05
H 0.36 -1.63 -1.15
Cl -3.30 -0.34 -0.02
```

- charge = 0
- SMILES = C=CC/C=C/Cl
- Kohn-Sham gap (Ha) = 0.3740
- 2S+1 = 1
- E_LUMO (eV) = 1.004

***

According to the calculations, the structures order from most to least stable as b, d, a, c.

***

--- a ---
C5H7Cl | wB97M-V/def2-TZVPD

```
13
Properties=species:S:1:pos:R:3
C -1.17 0.20 -0.09
C -1.27 1.52 0.00
C -0.04 -0.70 -0.42
C 1.39 -0.15 -0.63
C 0.96 -0.75 0.77
H -2.10 1.87 0.55
H -0.36 2.06 -0.02
H -0.29 -1.60 -0.91
H 2.06 -0.74 -1.16
H 1.50 0.92 -0.67
H 1.25 -1.76 1.00
H 0.79 -0.15 1.67
Cl -2.74 -0.74 -0.10
```

- charge = 0
- SMILES = C=C(Cl)C1CC1
- Kohn-Sham gap (Ha) = 0.3826
- 2S+1 = 1
- E_LUMO (eV) = 1.075

***

--- b ---
C5H7Cl | wB97M-V/def2-TZVPD

```
13
Properties=species:S:1:pos:R:3
C -0.79 1.07 0.51
C -0.78 -0.97 0.03
C -0.04 0.34 -0.58
C -1.27 -0.03 1.14
C 1.57 0.40 -0.40
Cl 0.40 -2.88 -0.60
H -0.80 2.15 0.87
H -1.52 -1.61 -0.59
H -0.31 0.54 -1.56
H -1.73 -0.19 2.16
H 1.89 -0.52 -0.93
H 1.71 0.29 0.73
H 1.68 1.41 -0.79
```

- charge = 0
- Kohn-Sham gap (Ha) = 0.3234
- 2S+1 = 1
- E_LUMO (eV) = -0.964

***

According to the calculations, the structures order from most to least stable as a, b.

***

--- a ---
C8H15N2O3 | wB97M-V/def2-TZVPD

```
28
Properties=species:S:1:pos:R:3
C -1.45 1.10 1.47
C -2.55 1.42 0.56
C -0.27 1.73 1.39
C -2.52 2.44 -0.30
C -0.06 0.45 -1.50
C 0.91 -0.17 -0.67
C 2.31 0.33 -0.50
C 0.14 -2.37 0.14
N 0.75 2.34 1.24
N 0.50 -0.98 0.39
O -1.30 -0.06 -1.41
O 2.65 0.30 0.86
O 0.41 -3.11 1.31
H -1.62 0.34 2.17
H -3.48 0.82 0.54
H -3.48 2.68 -0.92
H -1.72 3.08 -0.57
H 0.37 1.16 -2.28
H 2.52 1.33 -0.94
H 2.93 -0.44 -1.13
H -0.93 -2.45 -0.10
H 0.91 -2.70 -0.56
H 1.40 2.32 0.45
H -0.36 -0.56 0.90
H 1.31 -0.82 1.14
H -1.88 0.38 -1.93
H 3.56 0.33 0.97
H 0.82 -3.94 1.18
```

- charge = +1
- Kohn-Sham gap (Ha) = 0.3155
- 2S+1 = 1
- E_LUMO (eV) = -2.917

***

--- b ---
C8H15N2O3 | wB97M-V/def2-TZVPD

```
28
Properties=species:S:1:pos:R:3
C 2.44 0.66 -0.54
C 2.73 -0.02 0.80
C 1.48 1.64 -0.39
C 3.97 -0.11 1.20
C -0.96 0.68 -1.13
C -1.25 -0.45 -0.44
C -0.61 -1.78 -0.78
C -2.97 0.29 1.23
N 0.91 2.67 -0.23
N -1.90 -0.52 0.74
O -1.49 1.89 -0.72
O 0.58 -1.52 -1.55
O -3.89 0.50 0.20
H 3.31 0.96 -0.94
H 1.83 -0.44 1.32
H 4.22 -0.76 2.08
H 4.74 0.38 0.77
H -0.59 0.77 -2.05
H -1.39 -2.31 -1.37
H -0.18 -2.19 0.08
H -3.26 -0.17 2.21
H -2.73 1.37 1.46
H -0.13 2.93 -0.26
H 2.06 -0.12 -1.13
H -1.70 -1.35 1.29
H -1.93 2.39 -1.37
H 0.42 -2.19 -2.18
H -4.70 1.06 0.45
```

- charge = +1
- Kohn-Sham gap (spin up / spin down) (Ha) = 0.2922 / 0.2922
- 2S+1 = 1
- E_LUMO (spin up / spin down) (eV) = -3.766 / -3.767

***

According to the calculations, the structures order from most to least stable as b, a.